(1)
This record from the OMol25 dataset describes an isolated molecule of C5H7P. The level of theory is ωB97M-V/def2-TZVPD.

Positions of all 13 atoms, in Å:
C 0.056 -1.029 -0.141
C -1.195 1.300 0.279
C 0.627 0.169 -0.028
C -1.417 -1.273 -0.105
C 1.897 0.894 -0.060
P -2.407 0.279 -0.049
H 0.625 -1.872 -0.535
H -1.108 2.337 0.575
H -1.786 -2.018 -0.698
H -1.655 -1.696 0.993
H 1.618 1.861 0.239
H 2.310 0.816 -1.128
H 2.435 0.235 0.658

- relative energy (zero: lowest compared OMol25 entry of this formula, charge and spin) (eV) = 2.981
- HOMO-LUMO gap (hartree) = 0.347

Okay, here come the natural (NBO) numbers, in e, for every atom: atom 1 (C): -0.3073, atom 2 (C): -0.7147, atom 3 (C): 0.1582, atom 4 (C): -0.7261, atom 5 (C): -0.7074, atom 6 (P): 0.6680, atom 7 (H): 0.2203, atom 8 (H): 0.2079, atom 9 (H): 0.2327, atom 10 (H): 0.2427, atom 11 (H): 0.2445, atom 12 (H): 0.2379, atom 13 (H): 0.2433

(2)
This record from the OMol25 dataset describes an isolated molecule of C5H7PS. The level of theory is ωB97M-V/def2-TZVPD.

Positions of all 14 atoms, in Å:
C -2.106 -0.710 0.445
C -0.825 -0.290 0.198
C -0.559 1.182 0.443
C 0.705 1.535 0.064
P 1.657 0.119 -0.612
S 3.537 -0.592 0.139
C 0.317 -1.037 -0.287
H -2.335 -1.732 0.395
H -2.851 0.041 0.758
H -1.200 1.878 0.922
H 0.968 2.525 -0.077
H 1.431 0.310 -1.928
H 0.957 -1.485 0.635
H 0.303 -1.745 -1.095

- relative energy (zero: lowest compared OMol25 entry of this formula, charge and spin) (eV) = 1.438
- HOMO-LUMO gap (hartree) = 0.319

Okay, here come the natural (NBO) numbers, in e, for every atom: atom 1 (C): -0.3510, atom 2 (C): -0.0464, atom 3 (C): -0.1427, atom 4 (C): -0.5108, atom 5 (P): 1.0627, atom 6 (S): -0.5812, atom 7 (C): -0.7991, atom 8 (H): 0.2010, atom 9 (H): 0.2040, atom 10 (H): 0.2270, atom 11 (H): 0.2282, atom 12 (H): -0.0461, atom 13 (H): 0.2837, atom 14 (H): 0.2709

(3)
This record from the OMol25 dataset describes an isolated molecule of C5H8. The level of theory is ωB97M-V/def2-TZVPD.

Positions of all 13 atoms, in Å:
C -1.309 -0.963 0.164
C -0.244 0.059 0.530
C -0.120 1.288 -0.355
C 1.147 1.039 -0.693
C 1.227 -0.251 0.092
H -1.153 -1.908 0.696
H -1.294 -1.167 -0.913
H -2.308 -0.592 0.424
H -0.303 0.296 1.600
H -0.822 2.073 -0.624
H 1.876 1.568 -1.300
H 1.322 -1.159 -0.516
H 1.967 -0.288 0.900

- relative energy (zero: lowest compared OMol25 entry of this formula, charge and spin) (eV) = 1.032
- HOMO-LUMO gap (hartree) = 0.392

Okay, here come the natural (NBO) numbers, in e, for every atom: atom 1 (C): -0.6074, atom 2 (C): -0.2308, atom 3 (C): -0.1907, atom 4 (C): -0.1829, atom 5 (C): -0.4223, atom 6 (H): 0.2086, atom 7 (H): 0.2054, atom 8 (H): 0.2089, atom 9 (H): 0.1995, atom 10 (H): 0.2027, atom 11 (H): 0.2018, atom 12 (H): 0.2034, atom 13 (H): 0.2039

(4)
This record from the OMol25 dataset describes an isolated molecule of C5H8. The level of theory is ωB97M-V/def2-TZVPD.

Positions of all 13 atoms, in Å:
C 0.124 -0.768 1.037
C -1.504 -0.109 -0.432
C -0.537 0.784 -0.964
C 0.705 0.858 -0.412
C 1.305 -0.355 0.262
H -0.261 -1.770 1.044
H -0.014 -0.191 1.959
H -2.290 -0.481 -1.123
H -1.896 0.052 0.555
H -0.737 1.360 -1.872
H 1.277 1.779 -0.441
H 1.645 -1.106 -0.467
H 2.182 -0.055 0.855

- relative energy (zero: lowest compared OMol25 entry of this formula, charge and spin) (eV) = 3.527
- HOMO-LUMO gap (hartree) = 0.314

Okay, here come the natural (NBO) numbers, in e, for every atom: atom 1 (C): -0.3197, atom 2 (C): -0.4463, atom 3 (C): -0.2357, atom 4 (C): -0.1676, atom 5 (C): -0.5088, atom 6 (H): 0.2055, atom 7 (H): 0.1953, atom 8 (H): 0.2000, atom 9 (H): 0.2181, atom 10 (H): 0.2120, atom 11 (H): 0.1978, atom 12 (H): 0.2185, atom 13 (H): 0.2309

(5)
This record from the OMol25 dataset describes a structure of composition C5H8. The level of theory is ωB97M-V/def2-TZVPD.

Positions of all 13 atoms, in Å:
C 0.339 1.579 -0.598
C 1.172 0.596 -1.385
C -1.089 -1.367 1.471
C 0.277 0.539 0.404
C -0.417 -0.551 0.426
H -0.603 1.899 -1.036
H 0.976 2.441 -0.350
H 1.430 -0.447 -1.514
H 1.953 1.048 -1.995
H -0.251 -0.990 -0.639
H -2.034 -1.770 1.100
H -0.469 -2.218 1.762
H -1.283 -0.759 2.354

- relative energy (zero: lowest compared OMol25 entry of this formula, charge and spin) (eV) = 5.861
- HOMO-LUMO gap (spin up / spin down) (hartree) = 0.296 / 0.271

Okay, here come the natural (NBO) numbers, in e, for every atom: atom 1 (C): -0.5076, atom 2 (C): -0.4120, atom 3 (C): -0.6400, atom 4 (C): 0.0680, atom 5 (C): -0.2314, atom 6 (H): 0.2314, atom 7 (H): 0.2397, atom 8 (H): 0.2159, atom 9 (H): 0.1743, atom 10 (H): 0.1862, atom 11 (H): 0.2253, atom 12 (H): 0.2289, atom 13 (H): 0.2214

(6)
This record from the OMol25 dataset describes an isolated molecule of C5H8. The level of theory is ωB97M-V/def2-TZVPD.

Positions of all 13 atoms, in Å:
C 1.201 0.116 -0.598
C 0.644 -1.093 -0.494
C -0.776 -0.991 0.005
C -0.812 0.400 0.678
C 0.356 1.185 0.041
H 2.192 0.416 -0.980
H 1.080 -2.056 -0.747
H -1.397 -0.998 -0.896
H -1.119 -1.837 0.617
H -1.762 0.901 0.500
H -0.665 0.314 1.759
H 0.017 1.984 -0.637
H 1.041 1.657 0.752

- relative energy (zero: lowest compared OMol25 entry of this formula, charge and spin) (eV) = 0.180
- HOMO-LUMO gap (hartree) = 0.375

Okay, here come the natural (NBO) numbers, in e, for every atom: atom 1 (C): -0.1878, atom 2 (C): -0.1963, atom 3 (C): -0.4377, atom 4 (C): -0.3977, atom 5 (C): -0.4434, atom 6 (H): 0.2089, atom 7 (H): 0.2102, atom 8 (H): 0.2030, atom 9 (H): 0.2107, atom 10 (H): 0.2077, atom 11 (H): 0.2058, atom 12 (H): 0.2067, atom 13 (H): 0.2098

(7)
This record from the OMol25 dataset describes an isolated molecule of C5H8. The level of theory is ωB97M-V/def2-TZVPD.

Positions of all 13 atoms, in Å:
C 2.685 0.018 -0.390
C 1.317 -0.132 0.102
C 0.169 -0.280 0.438
C -1.263 -0.478 0.681
C -2.105 0.463 -0.189
H 3.334 0.508 0.342
H 3.118 -0.959 -0.626
H 2.691 0.620 -1.305
H -1.506 -1.520 0.441
H -1.506 -0.340 1.741
H -2.083 1.484 0.202
H -3.147 0.130 -0.230
H -1.703 0.486 -1.207

- relative energy (zero: lowest compared OMol25 entry of this formula, charge and spin) (eV) = 1.084
- HOMO-LUMO gap (hartree) = 0.384

Okay, here come the natural (NBO) numbers, in e, for every atom: atom 1 (C): -0.6798, atom 2 (C): -0.0083, atom 3 (C): -0.0272, atom 4 (C): -0.4664, atom 5 (C): -0.5893, atom 6 (H): 0.2318, atom 7 (H): 0.2319, atom 8 (H): 0.2323, atom 9 (H): 0.2238, atom 10 (H): 0.2240, atom 11 (H): 0.2084, atom 12 (H): 0.2067, atom 13 (H): 0.2122

(8)
This record from the OMol25 dataset describes a structure of composition C5H8. The level of theory is ωB97M-V/def2-TZVPD.

Positions of all 13 atoms, in Å:
C -0.842 0.172 1.280
C 0.460 -0.446 0.874
C 0.031 -0.686 -1.407
C 0.428 0.625 -1.089
C 0.040 0.923 0.330
H -1.778 -0.217 0.872
H -0.919 0.555 2.299
H 0.479 -1.535 0.893
H 0.700 -1.278 -2.037
H -0.941 -1.157 -1.238
H 1.650 -0.191 0.281
H 0.171 1.420 -1.802
H 0.520 1.815 0.744

- relative energy (zero: lowest compared OMol25 entry of this formula, charge and spin) (eV) = 9.556
- HOMO-LUMO gap (spin up / spin down) (hartree) = 0.245 / 0.263

Okay, here come the natural (NBO) numbers, in e, for every atom: atom 1 (C): -0.3854, atom 2 (C): -0.6196, atom 3 (C): -0.3151, atom 4 (C): -0.2795, atom 5 (C): -0.2266, atom 6 (H): 0.2357, atom 7 (H): 0.2203, atom 8 (H): 0.2873, atom 9 (H): 0.1899, atom 10 (H): 0.1885, atom 11 (H): 0.2836, atom 12 (H): 0.2083, atom 13 (H): 0.2128

(9)
This record from the OMol25 dataset describes a structure of composition C5H8Ag4BBr4F4O3. The level of theory is ωB97M-V/def2-TZVPD.

Positions of all 29 atoms, in Å:
Ag -30.517 -2.534 0.682
Ag -28.534 -4.328 3.549
Ag -28.954 -5.920 -0.080
Ag -26.987 -0.992 1.892
C -31.236 -5.268 1.539
O -32.299 -5.258 2.148
O -31.085 -4.859 0.415
O -30.219 -5.600 2.084
B -27.326 -3.761 0.324
F -28.386 -2.883 0.128
F -27.598 -4.608 1.403
F -27.192 -4.701 -0.645
F -26.197 -2.910 0.463
Br -24.615 -1.166 -4.899
C -25.827 -2.634 -5.114
C -25.849 -3.543 -3.955
Br -27.052 -5.064 -4.350
H -25.649 -3.235 -6.005
H -26.798 -2.142 -5.059
H -26.105 -3.174 -2.962
H -24.837 -3.948 -3.974
Br -21.370 -5.732 0.685
C -21.606 -3.797 0.999
C -23.031 -3.431 0.560
Br -23.610 -1.516 0.849
H -20.854 -3.206 0.475
H -21.427 -3.707 2.070
H -23.875 -4.022 0.918
H -23.111 -3.537 -0.522

- relative energy (zero: lowest compared OMol25 entry of this formula, charge and spin) (eV) = 0.000
- HOMO-LUMO gap (hartree) = 0.097
- total charge = +1

Okay, here come the natural (NBO) numbers, in e, for every atom: atom 1 (Ag): 0.9256, atom 2 (Ag): 0.9038, atom 3 (Ag): 0.9201, atom 4 (Ag): 0.9430, atom 5 (C): 0.8727, atom 6 (O): -0.7226, atom 7 (O): -0.9537, atom 8 (O): -0.9558, atom 9 (B): 1.3291, atom 10 (F): -0.5949, atom 11 (F): -0.5882, atom 12 (F): -0.5412, atom 13 (F): -0.5744, atom 14 (Br): 0.0187, atom 15 (C): -0.4782, atom 16 (C): -0.4223, atom 17 (Br): -0.0194, atom 18 (H): 0.2446, atom 19 (H): 0.2217, atom 20 (H): 0.2191, atom 21 (H): 0.2189, atom 22 (Br): 0.0308, atom 23 (C): -0.4535, atom 24 (C): -0.3953, atom 25 (Br): -0.0811, atom 26 (H): 0.2404, atom 27 (H): 0.2321, atom 28 (H): 0.2302, atom 29 (H): 0.2299

(10)
This record from the OMol25 dataset describes a structure of composition C5H8B2F8N3ReS2. The level of theory is ωB97M-V/def2-TZVPD.

Positions of all 29 atoms, in Å:
Re 1.704 0.798 -1.037
F 3.135 -0.292 -1.459
B 5.660 0.407 -1.350
F 5.373 1.174 -0.310
F 5.519 0.897 -2.565
F 6.038 -0.836 -1.166
S 1.367 0.412 1.137
C -0.261 -0.341 1.214
N -0.367 -1.642 1.059
C -1.656 -2.347 1.142
C -2.563 -1.596 2.103
C -2.658 -0.135 1.697
N -1.302 0.402 1.505
H 0.481 -2.162 0.897
H -1.462 -3.360 1.485
H -2.093 -2.394 0.144
H -2.172 -1.676 3.119
H -3.556 -2.041 2.094
H -3.139 0.455 2.474
H -3.220 -0.012 0.772
H -1.152 1.397 1.571
S 2.076 5.354 -1.538
C 1.934 3.830 -1.367
N 1.827 2.626 -1.234
F -1.924 0.431 -3.487
B -2.329 0.205 -2.262
F -0.108 0.277 -1.361
F -2.466 -1.035 -1.810
F -2.684 1.204 -1.468

- relative energy (zero: lowest compared OMol25 entry of this formula, charge and spin) (eV) = 0.000
- multiplicity = 2
- HOMO-LUMO gap (spin up / spin down) (hartree) = 0.264 / 0.270
- total charge = +1
- <S²> = 0.76

Okay, here come the natural (NBO) numbers, in e, for every atom: atom 1 (Re): 1.6564, atom 2 (F): -0.5107, atom 3 (B): 1.4702, atom 4 (F): -0.5017, atom 5 (F): -0.4909, atom 6 (F): -0.4820, atom 7 (S): 0.0143, atom 8 (C): 0.3952, atom 9 (N): -0.5389, atom 10 (C): -0.2315, atom 11 (C): -0.4312, atom 12 (C): -0.2266, atom 13 (N): -0.5347, atom 14 (H): 0.4352, atom 15 (H): 0.2366, atom 16 (H): 0.2329, atom 17 (H): 0.2256, atom 18 (H): 0.2544, atom 19 (H): 0.2361, atom 20 (H): 0.2281, atom 21 (H): 0.4359, atom 22 (S): 0.2680, atom 23 (C): 0.1981, atom 24 (N): -0.7376, atom 25 (F): -0.4803, atom 26 (B): 1.4796, atom 27 (F): -0.5900, atom 28 (F): -0.5078, atom 29 (F): -0.5027

(11)
This record from the OMol25 dataset describes an isolated molecule of C5H8B2N2O. The level of theory is ωB97M-V/def2-TZVPD.

Positions of all 18 atoms, in Å:
N -0.782 0.089 -3.254
B -1.404 0.029 -1.963
O -2.445 -0.864 -1.840
B -0.814 0.989 -0.689
C 0.055 0.423 0.476
C 1.310 -0.159 0.269
C 2.036 -0.614 1.353
C 1.485 -0.511 2.620
C 0.218 0.047 2.732
N -0.480 0.517 1.705
H -0.367 0.985 -3.474
H -1.404 -0.169 -4.012
H -2.836 -0.891 -0.962
H -1.051 2.162 -0.650
H 1.700 -0.252 -0.743
H 3.017 -1.057 1.218
H 2.011 -0.861 3.501
H -0.249 0.136 3.713

- relative energy (zero: lowest compared OMol25 entry of this formula, charge and spin) (eV) = 0.000
- HOMO-LUMO gap (hartree) = 0.339

Okay, here come the natural (NBO) numbers, in e, for every atom: atom 1 (N): -1.0625, atom 2 (B): 0.6978, atom 3 (O): -0.8712, atom 4 (B): 0.3682, atom 5 (C): -0.1227, atom 6 (C): -0.2446, atom 7 (C): -0.1652, atom 8 (C): -0.2642, atom 9 (C): 0.0420, atom 10 (N): -0.4272, atom 11 (H): 0.3804, atom 12 (H): 0.3869, atom 13 (H): 0.4923, atom 14 (H): -0.0565, atom 15 (H): 0.2190, atom 16 (H): 0.2166, atom 17 (H): 0.2199, atom 18 (H): 0.1910

(12)
This record from the OMol25 dataset describes a structure of composition C5H8BrCuNO8P2. The level of theory is ωB97M-V/def2-TZVPD.

Positions of all 26 atoms, in Å:
C 2.289 0.857 0.564
C 0.723 0.998 0.098
C 0.708 1.526 -1.488
O 1.633 2.210 -2.166
O -0.633 1.067 -1.902
C -1.315 0.104 -0.976
P -3.002 0.936 -0.648
O -3.521 0.799 1.008
Br -4.526 -0.323 -1.829
C -0.310 -0.263 0.266
O -0.856 -0.530 1.610
N -0.377 0.326 2.530
O -0.261 -0.211 3.633
P 0.316 -2.042 -0.219
O -0.862 -3.007 -0.674
O 0.978 -2.776 1.257
O 1.637 -1.957 -1.366
H 2.979 0.348 -0.266
H 2.712 1.969 0.662
H 2.445 0.371 1.626
H 0.398 2.007 0.645
H -1.609 -0.750 -1.755
H -3.457 -0.183 1.245
H 0.178 -3.197 1.712
H 2.457 -2.148 -0.799
Cu 1.274 3.870 -2.765

- HOMO-LUMO gap (hartree) = 0.248
- total charge = +1

Okay, here come the natural (NBO) numbers, in e, for every atom: atom 1 (C): -0.6568, atom 2 (C): -0.3655, atom 3 (C): 0.8801, atom 4 (O): -0.7749, atom 5 (O): -0.5019, atom 6 (C): -0.3053, atom 7 (P): 1.0059, atom 8 (O): -0.9295, atom 9 (Br): -0.1871, atom 10 (C): -0.0702, atom 11 (O): -0.3682, atom 12 (N): 0.3519, atom 13 (O): -0.2245, atom 14 (P): 2.1497, atom 15 (O): -0.9984, atom 16 (O): -0.9601, atom 17 (O): -0.9360, atom 18 (H): 0.2419, atom 19 (H): 0.2424, atom 20 (H): 0.2673, atom 21 (H): 0.3072, atom 22 (H): 0.3184, atom 23 (H): 0.4971, atom 24 (H): 0.5294, atom 25 (H): 0.5187, atom 26 (Cu): 0.9683